Formula: C5H6O2
Source: the OMol25 dataset
Level of theory: ωB97M-V/def2-TZVPD

Structure (XYZ):
```
13
Properties=species:S:1:pos:R:3:forces:R:3:lowdin_charge:R:1
C 1.060 0.060 0.302 -1.105 -1.345 0.433 -0.22
C 0.516 -1.309 -0.199 -3.459 2.086 2.443 0.03
C -1.173 -0.768 0.038 3.759 -1.522 -0.581 -0.09
O -2.571 -0.771 0.178 -0.304 -0.908 -0.124 0.03
O -2.506 0.669 0.098 -0.365 0.718 -0.196 0.05
C -1.120 0.522 -0.066 0.297 1.527 0.442 -0.27
C 0.193 1.231 -0.100 -0.756 0.557 -0.496 -0.11
H 1.214 0.006 1.346 0.102 0.027 1.157 0.11
H 1.908 0.360 -0.177 3.165 -0.265 -0.957 0.08
H 0.818 -2.168 0.370 0.008 -0.184 0.290 0.08
H 0.686 -1.417 -1.209 0.086 -0.529 -2.227 0.06
H 0.603 1.455 -1.099 -1.004 0.461 -0.066 0.12
H 0.372 2.132 0.518 -0.423 -0.622 -0.118 0.13
```
Forces are in eV/Å.

Energy above the lowest of the compared OMol25 structures with the same formula, charge and spin = 155.1 kcal/mol
Net charge = 0
SMILES = C1Cc2ooc2C1



Formula: C2H6Cl2NP
Source: the OMol25 dataset
Level of theory: ωB97M-V/def2-TZVPD

Structure (XYZ):
```
12
Properties=species:S:1:pos:R:3:forces:R:3:lowdin_charge:R:1
C -0.098 0.930 0.304 1.284 3.563 -0.624 -0.19
C -0.233 -1.342 0.023 3.855 -1.190 -3.094 -0.09
N -0.219 -0.023 -0.760 0.608 -1.267 -0.739 -0.50
P -0.214 0.101 -2.416 0.161 0.310 2.617 0.71
Cl -0.026 2.104 -2.681 -0.085 -0.596 -0.054 0.22
Cl 1.586 -0.409 2.822 -0.187 0.048 -0.522 -0.46
H -0.884 0.810 0.978 -1.631 -0.367 0.950 0.07
H 0.762 0.707 1.008 0.032 -0.137 -0.596 -0.02
H -0.116 2.040 -0.008 0.232 -1.942 0.158 0.08
H -1.010 -1.236 0.637 -3.227 -0.073 2.326 0.04
H -0.236 -2.280 -0.591 -0.360 1.111 0.172 0.10
H 0.687 -1.401 0.685 -0.684 0.539 -0.593 0.03
```
Forces are in eV/Å.

Energy above the lowest of the compared OMol25 structures with the same formula, charge and spin = 58.1 kcal/mol
Net charge = 0



Formula: C84H167N11O8
Source: the OMol25 dataset
Level of theory: ωB97M-V/def2-TZVPD

Structure (XYZ):
```
270
Properties=species:S:1:pos:R:3:forces:R:3:lowdin_charge:R:1
C -3.901 -0.046 -7.123 -1.352 -0.248 -0.420 -0.03
C -2.963 -1.210 -7.541 1.315 -0.448 1.598 -0.43
C -3.084 -1.555 -9.027 -0.330 -0.136 -0.077 -0.05
C -1.449 -0.803 -7.257 -0.912 -0.098 -0.091 -0.12
C -0.903 -0.872 -5.844 -0.462 0.628 0.918 -0.20
C -1.157 -2.247 -5.237 0.307 1.046 -1.168 -0.15
C -2.644 -2.670 -5.373 -0.626 -1.282 0.297 -0.42
C -2.586 -4.231 -5.164 0.069 0.601 -0.101 -0.03
C -3.578 -1.935 -4.316 1.321 -0.464 -0.221 -0.01
N -3.206 -2.502 -6.756 3.655 1.232 -0.314 -0.15
O -4.403 -3.146 -6.921 -0.601 0.387 -0.007 -0.01
H -4.901 -0.448 -6.956 -0.250 -0.390 -0.045 0.07
H -3.776 0.554 -6.222 1.007 -0.356 0.152 0.07
H -4.111 0.679 -7.909 0.511 -0.013 -0.353 0.08
H -4.094 -1.912 -9.227 -0.159 0.406 -0.229 0.08
H -2.786 -0.726 -9.669 -0.470 0.352 0.121 0.08
H -2.451 -2.367 -9.385 0.278 -0.198 0.716 0.08
H -0.777 -1.445 -7.827 -0.209 -0.187 -0.357 0.11
H -1.296 0.214 -7.616 -0.165 0.060 -0.264 0.12
H 0.146 -0.594 -5.942 0.269 -0.491 0.227 0.09
H -1.259 -0.126 -5.134 -0.619 0.443 -0.282 0.10
H -0.805 -2.328 -4.209 -0.329 0.120 0.215 0.10
H -0.435 -2.823 -5.817 -0.543 -1.087 -0.095 0.11
H -1.967 -4.487 -4.304 -0.353 0.133 0.437 0.06
H -2.027 -4.664 -5.994 -0.188 0.147 -0.288 0.08
H -3.561 -4.717 -5.132 0.063 0.103 0.211 0.07
H -3.277 -2.082 -3.279 0.348 -0.386 0.051 0.06
H -4.602 -2.306 -4.332 -0.129 0.236 -0.328 0.07
H -3.504 -0.853 -4.430 -0.411 -0.033 -0.306 0.06
H -4.960 -2.709 -6.272 -0.946 -0.009 0.129 0.07
C 4.604 -5.030 3.375 0.117 0.494 0.733 -0.02
C 3.699 -3.928 4.003 -0.478 0.278 -1.931 -0.44
C 4.020 -2.524 3.348 0.361 -1.129 0.410 -0.02
C 2.227 -4.268 3.530 0.542 0.273 0.994 -0.12
C 1.576 -5.458 4.266 0.657 0.451 -1.969 -0.19
C 1.724 -5.231 5.726 0.764 0.414 0.807 -0.14
C 3.218 -4.947 6.261 -1.023 0.474 -0.177 -0.44
C 2.940 -4.385 7.677 -0.147 -0.976 0.169 -0.04
C 4.024 -6.300 6.279 -0.380 0.553 0.775 -0.01
N 3.819 -3.870 5.465 -3.826 0.595 -1.211 -0.16
O 5.054 -3.506 5.900 1.076 -0.575 0.255 0.00
H 5.606 -4.780 3.724 0.334 -0.526 -0.033 0.08
H 4.272 -6.005 3.730 0.286 -0.006 0.006 0.07
H 4.661 -5.099 2.289 -0.292 0.463 0.043 0.06
H 4.154 -2.716 2.284 -0.647 0.225 -0.245 0.07
H 3.230 -1.813 3.590 -0.042 -0.078 -0.312 0.05
H 4.975 -2.062 3.597 0.077 -0.257 0.631 0.08
H 1.531 -3.446 3.702 0.277 0.508 0.303 0.11
H 2.231 -4.349 2.443 0.190 -0.395 -0.036 0.10
H 0.554 -5.400 3.891 -0.356 -0.386 0.561 0.11
H 1.959 -6.409 3.895 0.233 -0.160 0.212 0.11
H 1.298 -6.046 6.311 0.203 -0.141 0.118 0.12
H 1.116 -4.360 5.970 0.123 0.197 0.116 0.11
H 2.184 -3.600 7.660 0.258 0.155 -0.227 0.08
H 3.779 -4.070 8.297 0.264 0.001 -0.422 0.08
H 2.473 -5.222 8.196 -0.049 -0.030 0.369 0.08
H 4.330 -6.530 7.300 -0.344 -0.175 0.154 0.08
H 4.972 -6.361 5.744 -0.250 0.259 -0.468 0.07
H 3.316 -7.047 5.920 0.513 -0.353 -0.016 0.08
H 5.462 -4.374 5.854 1.559 -0.029 0.345 0.08
C 3.848 3.219 -0.675 0.347 -0.321 -1.037 -0.04
C 5.253 3.466 -0.038 -1.619 -1.480 2.211 -0.43
C 5.030 4.723 0.895 0.403 0.853 -1.665 -0.03
C 5.401 2.282 0.996 0.928 0.592 0.038 -0.16
C 5.748 0.951 0.420 0.028 -0.223 -0.806 -0.20
C 7.041 1.089 -0.435 -0.582 0.177 0.351 -0.10
C 7.046 2.264 -1.505 -1.474 -1.319 -0.706 -0.48
C 8.465 2.514 -2.030 -0.476 0.553 0.839 -0.04
C 6.219 1.808 -2.731 -0.004 -0.316 -0.477 -0.04
N 6.402 3.460 -0.939 0.828 1.610 1.894 -0.08
O 6.437 4.642 -1.754 -0.566 -1.154 -0.648 -0.02
H 3.586 3.892 -1.492 0.136 0.498 0.250 0.07
H 3.800 2.250 -1.172 0.169 -0.267 0.210 0.05
H 3.052 3.209 0.069 0.095 0.221 0.075 0.08
H 5.701 4.971 1.717 0.406 -0.676 -0.119 0.08
H 5.061 5.583 0.225 0.071 0.336 -0.043 0.06
H 4.013 4.783 1.282 0.024 -0.580 0.036 0.08
H 6.267 2.435 1.640 0.161 0.832 0.134 0.12
H 4.573 2.237 1.703 -0.400 0.152 -0.338 0.11
H 5.874 0.263 1.256 0.458 -0.162 -0.007 0.11
H 4.934 0.490 -0.139 -0.041 0.168 -0.466 0.08
H 7.173 0.099 -0.872 0.253 0.250 -0.728 0.11
H 7.894 1.198 0.235 0.038 0.346 0.146 0.11
H 8.823 1.627 -2.553 0.018 0.084 0.061 0.09
H 9.116 2.760 -1.191 0.218 -0.069 -0.039 0.08
H 8.439 3.373 -2.700 0.098 -0.133 -0.123 0.08
H 5.170 1.604 -2.516 0.079 0.094 0.157 0.06
H 6.614 0.905 -3.197 0.183 -0.221 0.210 0.08
H 6.266 2.547 -3.531 -0.117 0.328 0.146 0.08
H 6.920 5.323 -1.282 0.281 -0.273 0.432 0.10
C -6.762 -0.715 4.152 0.863 -0.110 0.321 -0.02
C -5.296 -0.417 3.705 0.081 0.693 0.124 -0.44
C -5.302 0.780 2.701 -0.720 0.220 0.503 -0.03
C -4.454 0.035 4.944 -0.832 -0.350 -1.021 -0.14
C -4.083 -1.103 5.841 -0.196 0.536 -0.357 -0.19
C -3.274 -2.065 5.012 0.434 -0.530 1.199 -0.16
C -4.081 -2.701 3.854 0.932 -0.146 0.010 -0.43
C -2.974 -3.440 3.003 -0.256 -0.702 1.018 -0.03
C -5.140 -3.722 4.425 0.903 0.110 -0.772 -0.01
N -4.635 -1.576 3.067 2.075 0.766 1.721 -0.15
O -5.081 -1.901 1.812 -0.584 -0.427 -0.275 0.00
H -7.273 0.231 4.333 -0.456 -0.122 -0.807 0.08
H -7.172 -1.435 3.444 -0.737 0.598 -0.215 0.08
H -6.873 -1.196 5.124 0.582 -0.276 0.130 0.06
H -5.749 0.572 1.728 0.313 -0.381 -0.069 0.08
H -5.947 1.567 3.090 -0.245 0.007 0.365 0.06
H -4.359 1.318 2.602 0.396 -0.665 -0.190 0.06
H -3.491 0.413 4.599 -0.117 0.472 -0.194 0.11
H -4.991 0.794 5.511 -0.111 0.253 -0.286 0.12
H -3.574 -0.586 6.655 0.431 -0.786 0.329 0.12
H -4.930 -1.663 6.237 -0.208 0.248 0.207 0.11
H -2.926 -2.776 5.762 -0.133 -0.958 -0.430 0.12
H -2.321 -1.665 4.664 -0.242 0.571 -0.384 0.10
H -3.311 -4.069 2.179 -0.180 0.681 -0.398 0.08
H -2.450 -4.177 3.612 -0.480 -0.351 0.752 0.07
H -2.081 -2.844 2.814 -0.483 0.731 -0.796 0.06
H -6.018 -3.240 4.856 0.113 -0.065 -0.085 0.06
H -4.669 -4.371 5.163 0.062 0.236 0.246 0.08
H -5.418 -4.427 3.643 -0.416 0.171 -0.215 0.07
H -5.876 -2.408 1.991 -0.610 -0.353 -0.574 0.09
C 1.513 5.883 -1.924 1.509 -0.083 0.985 -0.04
C 0.732 6.324 -3.113 -0.435 0.411 -0.556 -0.51
C 0.967 7.811 -3.447 -0.282 0.235 -0.323 -0.03
C 1.241 5.521 -4.324 0.265 0.285 0.064 -0.17
C 0.897 4.087 -4.323 -1.746 -0.739 -0.359 -0.19
C -0.663 3.990 -4.228 0.619 -0.113 0.211 -0.10
C -1.315 4.763 -3.044 -1.211 0.790 -0.818 -0.47
C -2.867 4.960 -3.284 0.717 -0.331 -1.123 -0.02
C -1.154 3.968 -1.814 0.333 -1.357 1.904 -0.07
N -0.713 6.118 -2.958 0.220 -1.282 -2.719 -0.13
O -1.282 6.906 -1.978 -0.011 0.207 1.212 0.00
H 2.576 6.045 -2.101 0.259 -0.091 -0.298 0.09
H 1.386 6.442 -0.997 -0.771 -0.053 0.005 0.09
H 1.401 4.813 -1.751 -0.085 0.188 0.197 0.06
H 1.894 7.930 -4.008 0.378 0.096 0.602 0.09
H 0.247 8.221 -4.155 -0.473 -0.492 -0.188 0.08
H 0.875 8.488 -2.598 0.578 -0.145 0.252 0.08
H 0.815 5.878 -5.262 0.171 0.691 0.050 0.13
H 2.331 5.507 -4.358 0.131 0.935 -0.080 0.13
H 1.150 3.740 -5.325 0.110 -0.440 0.033 0.11
H 1.496 3.492 -3.634 -0.376 -0.084 0.343 0.10
H -0.927 2.934 -4.191 -0.369 -0.024 0.259 0.11
H -1.048 4.360 -5.179 -0.097 0.217 -0.020 0.12
H -3.337 4.067 -3.694 0.297 -0.584 0.334 0.06
H -3.004 5.638 -4.126 0.028 0.598 0.313 0.08
H -3.465 5.247 -2.419 0.404 0.275 0.062 0.07
H -0.164 3.516 -1.753 0.255 0.314 0.270 0.06
H -1.792 3.091 -1.707 -0.460 -0.054 -0.664 0.07
H -1.394 4.520 -0.905 0.389 0.364 0.032 0.09
H -1.211 7.782 -2.364 -0.394 0.241 0.042 0.09
C -0.494 0.813 3.370 -1.147 -0.666 -2.837 0.00
C -0.210 0.766 1.765 0.753 0.796 0.866 -0.41
C -0.513 2.163 1.172 -0.415 -0.618 -0.112 -0.02
C 1.321 0.434 1.640 -0.913 0.487 0.803 -0.16
C 1.778 0.231 0.265 -0.502 -1.812 -1.822 -0.18
C 0.973 -0.967 -0.367 0.995 1.416 0.544 -0.11
C -0.540 -0.762 -0.283 -1.266 -0.634 -1.479 -0.46
C -1.033 0.121 -1.479 0.242 0.348 0.404 -0.01
C -1.248 -2.150 -0.489 0.562 0.054 0.396 -0.02
N -0.968 -0.294 1.036 2.106 -0.550 1.092 -0.10
O -2.363 -0.278 1.146 -0.009 0.977 -0.063 -0.02
H -1.507 1.214 3.392 -0.009 0.308 0.635 0.05
H -0.583 -0.216 3.720 0.390 0.002 0.225 0.06
H 0.230 1.417 3.916 -0.087 -0.100 -0.194 0.08
H -0.158 2.260 0.146 0.550 0.093 0.198 0.04
H -1.588 2.263 1.023 -0.279 0.089 0.459 0.07
H -0.158 2.965 1.819 0.090 0.068 -0.169 0.09
H 1.993 1.181 2.062 -0.584 0.536 0.549 0.11
H 1.497 -0.464 2.232 0.029 -0.284 -0.038 0.11
H 1.647 1.052 -0.440 -0.144 0.502 0.406 0.10
H 2.849 0.028 0.249 0.060 -0.246 -0.060 0.09
H 1.258 -1.899 0.122 0.035 -0.114 -0.043 0.10
H 1.325 -0.929 -1.398 -0.440 -0.752 -0.280 0.11
H -1.104 -0.449 -2.406 0.071 -0.199 0.042 0.07
H -0.365 0.958 -1.682 0.172 0.058 0.053 0.06
H -2.015 0.556 -1.296 -0.050 -0.174 0.116 0.06
H -2.327 -2.067 -0.616 0.048 0.144 -0.073 0.08
H -1.053 -2.779 0.379 -0.068 0.020 0.311 0.07
H -0.844 -2.731 -1.318 0.084 0.361 -0.362 0.07
H -2.552 -1.149 1.502 -0.459 -0.091 0.353 0.06
C 3.288 -7.684 -3.230 -1.027 0.229 -0.425 -0.03
C 3.344 -6.241 -3.751 0.003 1.333 -0.208 -0.46
C 4.119 -6.194 -5.130 -0.456 0.347 0.394 -0.03
C 1.903 -5.667 -4.035 0.670 -0.244 -0.975 -0.15
C 1.132 -5.358 -2.805 0.803 0.171 1.114 -0.17
C 1.876 -4.310 -1.933 -0.708 -0.597 -0.707 -0.13
C 3.293 -4.704 -1.559 1.994 -0.283 0.544 -0.42
C 4.070 -3.394 -1.068 -0.067 -0.788 -1.664 -0.02
C 3.407 -5.699 -0.370 -0.071 -0.016 -0.852 -0.02
N 3.973 -5.313 -2.788 -2.368 2.160 -0.252 -0.14
O 5.347 -5.324 -2.755 0.169 -0.560 0.374 0.00
H 4.300 -8.024 -3.014 -0.253 -0.492 -0.092 0.09
H 2.592 -7.855 -2.409 0.532 0.608 0.786 0.07
H 2.707 -8.269 -3.944 0.920 -0.463 -0.724 0.08
H 5.124 -6.614 -5.182 -0.263 -0.680 0.433 0.07
H 3.447 -6.634 -5.867 0.232 -0.417 -0.074 0.08
H 4.321 -5.194 -5.514 -0.463 0.452 0.529 0.07
H 1.974 -4.779 -4.662 0.299 0.069 -0.122 0.10
H 1.329 -6.408 -4.591 0.164 -0.177 -0.315 0.12
H 0.108 -5.022 -2.969 0.022 -0.049 -0.280 0.10
H 1.093 -6.345 -2.343 -0.431 0.169 0.902 0.10
H 1.195 -4.091 -1.110 0.532 0.012 0.585 0.10
H 1.965 -3.375 -2.487 -0.143 0.002 -0.241 0.09
H 5.078 -3.566 -0.689 -0.265 -0.516 0.583 0.08
H 3.436 -2.834 -0.381 0.120 -0.078 0.117 0.06
H 4.321 -2.779 -1.932 -0.550 0.257 -0.241 0.08
H 4.341 -6.250 -0.477 0.194 0.014 0.085 0.08
H 2.619 -6.450 -0.432 -0.173 0.072 0.423 0.07
H 3.472 -5.176 0.585 -0.481 -0.168 0.015 0.04
H 5.508 -6.150 -2.292 0.969 -0.308 0.289 0.08
C -4.406 6.598 2.211 0.336 -0.968 -0.366 -0.02
C -4.718 5.112 2.532 -1.089 -0.291 -0.570 -0.45
C -4.540 4.341 1.189 0.445 0.192 -0.221 -0.05
C -3.752 4.494 3.589 0.759 0.318 -0.250 -0.12
C -4.096 4.723 5.048 0.363 -0.450 0.225 -0.20
C -5.509 4.280 5.364 1.450 1.786 -1.156 -0.14
C -6.477 5.103 4.467 1.371 -0.144 -0.385 -0.48
C -7.807 4.512 4.785 -0.982 1.342 -0.923 -0.05
C -6.413 6.617 4.815 -0.519 0.421 0.318 -0.03
N -6.143 4.904 2.984 2.289 -1.845 2.165 -0.12
O -7.046 5.425 2.078 -0.593 0.604 0.032 -0.01
H -4.838 6.882 1.251 -0.820 0.140 0.356 0.08
H -4.689 7.256 3.032 0.405 0.150 -0.342 0.07
H -3.359 6.609 1.907 0.395 0.399 0.746 0.08
H -5.019 4.786 0.316 -0.830 0.179 0.369 0.07
H -3.518 4.408 0.816 0.554 -0.149 0.569 0.07
H -4.802 3.284 1.227 -0.124 0.011 0.263 0.06
H -3.508 3.448 3.407 -0.670 -0.281 -0.200 0.10
H -2.781 4.964 3.432 0.124 0.188 -0.249 0.11
H -3.526 4.120 5.755 0.897 -0.051 -0.434 0.11
H -3.830 5.755 5.273 -0.539 0.116 0.314 0.10
H -5.618 4.488 6.429 -0.805 -0.016 -0.017 0.12
H -5.492 3.202 5.198 -0.700 -0.045 -0.172 0.11
H -7.875 4.523 5.872 -0.567 -0.202 -0.151 0.09
H -7.989 3.544 4.318 0.265 -0.106 0.280 0.09
H -8.469 5.238 4.313 -0.972 -0.304 0.400 0.08
H -7.002 6.948 5.670 -0.433 -0.609 0.255 0.08
H -6.825 7.205 3.995 0.050 -0.131 -0.233 0.08
H -5.448 7.054 5.074 0.307 -0.487 -0.420 0.07
H -7.417 4.619 1.713 -0.300 0.111 -0.288 0.11
C -5.935 0.360 -2.788 0.263 -1.055 -1.093 -0.13
C -5.461 1.670 -2.998 -0.681 0.582 1.334 -0.10
C -4.838 1.963 -1.813 2.007 2.239 -0.959 -0.18
N -4.611 0.869 -1.094 -0.695 -1.811 0.540 0.03
C -5.288 -0.177 -1.696 -0.665 0.349 0.217 -0.12
H -6.679 -0.108 -3.415 0.323 -0.417 -0.055 0.09
H -5.574 2.377 -3.807 -0.494 -0.173 0.093 0.09
H -4.365 2.890 -1.523 0.053 0.034 -0.024 0.09
H -4.056 0.798 -0.253 -0.072 -0.021 0.018 0.12
H -5.345 -1.170 -1.275 0.058 0.202 0.123 0.11
C 2.907 -0.146 -4.654 2.211 3.528 -1.004 -0.13
C 2.493 -1.410 -4.698 -1.770 -3.582 -0.897 -0.16
C 2.781 -1.977 -5.957 0.043 1.105 1.287 -0.10
N 3.473 -0.988 -6.631 -0.386 -0.684 -0.080 0.00
C 3.564 0.139 -5.872 -0.269 -0.214 1.099 -0.11
H 2.805 0.504 -3.798 0.096 0.180 -0.171 0.09
H 1.884 -1.806 -3.900 0.072 -0.544 -0.211 0.08
H 2.475 -2.927 -6.370 0.310 0.167 -0.145 0.10
H 3.863 -1.101 -7.556 -0.097 0.102 0.242 0.15
H 4.174 0.978 -6.173 -0.230 -0.034 -0.061 0.10
C 4.009 1.783 5.751 -0.085 1.900 -0.266 -0.15
C 4.714 1.656 6.909 1.403 -2.078 3.327 -0.12
C 4.808 0.260 7.219 1.003 1.772 -0.036 -0.11
N 4.279 -0.428 6.166 0.235 1.757 1.313 0.05
C 3.791 0.542 5.347 -2.222 -3.501 -3.469 -0.19
H 3.707 2.742 5.358 -0.101 -0.354 -0.447 0.10
H 5.112 2.468 7.498 -0.045 -0.186 0.185 0.09
H 5.306 -0.257 8.026 -0.012 0.157 -0.032 0.10
H 4.255 -1.436 6.103 -0.240 0.156 -0.345 0.11
H 3.204 0.174 4.519 0.036 0.331 -0.272 0.09
```
Forces are in eV/Å.

Net charge = 0
SMILES = CC1(C)CCCC(C)(C)N1O.CC1(C)CCCC(C)(C)N1O.CC1(C)CCCC(C)(C)N1O.CC1(C)CCCC(C)(C)N1O.CC1(C)CCCC(C)(C)N1O.CC1(C)CCCC(C)(C)N1O.CC1(C)CCCC(C)(C)N1O.CC1(C)CCCC(C)(C)N1O.c1cc[nH]c1.c1cc[nH]c1.c1cc[nH]c1



no.,strongest force on any atom (eV Å⁻¹),E_tot (hartree)
1,4.7,-344.3548
2,5.1,-1396.2246
3,5.4,-4504.4365